#1
Computed, not measured: 2 unconnected molecules or ions with the total composition C3H4O2S, with the ωB97M-V functional and the def2-TZVPD basis.

Lowest unoccupied orbital energy (alpha / beta) ... 0.15 / 0.15 eV
HOMO-LUMO gap (alpha / beta) ... 8.445 / 8.445 eV
M ... 104.1 u

XYZ file:
```
10
C3H4O2S the ωB97M-V functional and the def2-TZVPD basis
C -1.46122 0.83094 -0.29631
C 1.67970 0.25306 0.19100
C 0.46557 -0.56936 0.00342
O -2.42451 0.20360 0.00056
O 1.42198 -0.42043 -0.97111
S -0.32401 -1.92623 0.37132
H -1.50324 1.73727 -0.85165
H 1.37601 1.32825 0.27763
H 2.48233 -0.09876 0.96876
H -1.71261 -1.33834 0.30640
```

#2
Computed, not measured: C3H4O2S in the gas phase, with the ωB97M-V functional and the def2-TZVPD basis.

Lowest unoccupied orbital energy ... -1.10 eV
SMILES string ... CSC(=O)C=O
HOMO-LUMO gap ... 8.816 eV
M ... 104.1 u

XYZ file:
```
10
C3H4O2S the ωB97M-V functional and the def2-TZVPD basis
C -1.90674 0.16620 0.09059
S -0.45961 -0.84472 -0.37890
C 0.86217 0.30916 -0.19295
O 0.74464 1.50111 -0.28230
C 2.06740 -0.53924 0.07101
O 3.21816 -0.22105 -0.18482
H -1.37683 1.16146 -0.09783
H -2.37192 0.06748 1.04181
H -2.63147 -0.07076 -0.64377
H 1.85420 -1.52963 0.57717
```

Top of the stability list: #2, leading by 0.1528 hartree.